Here is a single C9H11NO2 molecule from the OMol25 dataset. Energies are from ωB97M-V/def2-TZVPD.

Computed properties:
2S+1: 1
SMILES: CO/C(c1ccccc1)=[N+](\C)[O-]
Relative energy (zero: lowest compared OMol25 entry of this formula, charge and spin): 102.5 kcal per mole
Total energy: -554.647885 Ha
Kohn-Sham gap (alpha / beta): 7.606 / 7.837 eV
Net charge: 0

XYZ file:
```
23
Properties=species:S:1:pos:R:3:lowdin_charge:R:1
C -2.0341 1.0276 1.0694 -0.058
O -0.6408 1.2156 1.2827 -0.120
C 0.2011 0.2778 0.7900 -0.126
C 0.1942 -0.1922 -0.5524 -0.175
C 0.6956 -1.4375 -0.9514 -0.017
C 0.5921 -1.8291 -2.2719 -0.078
C 0.0111 -0.9997 -3.2188 -0.089
C -0.4617 0.2483 -2.8401 -0.082
C -0.3787 0.6470 -1.5262 -0.035
N 1.2912 -0.0877 1.8618 -0.223
C 1.2570 0.5536 3.1459 -0.022
O 2.2354 -0.8608 1.5734 -0.061
H -2.4071 1.8018 0.3942 0.089
H -2.5366 1.1296 2.0333 0.092
H -2.2469 0.0460 0.6454 0.102
H 1.1514 -2.0811 -0.2180 0.106
H 0.9653 -2.7969 -2.5725 0.104
H -0.0680 -1.3161 -4.2477 0.100
H -0.8932 0.9130 -3.5744 0.104
H -0.7227 1.6301 -1.2419 0.111
H 1.3278 -0.2228 3.9123 0.098
H 2.1251 1.2078 3.2454 0.099
H 0.3426 1.1257 3.2614 0.083
```